4 unconnected molecules or ions with the total composition C4H14O3. Source: the Open Molecules 2025 dataset; level of theory: ωB97M-V with the def2-TZVPD basis set.

## Properties
F_max   0.057 hartree/bohr
Total energy   -10516.2934 eV
Net charge   0
Spin multiplicity   1
Molar mass   110.15 g mol⁻¹
Relative energy (zero: lowest compared OMol25 entry of this formula, charge and spin)   37.73 kcal per mole
Structure (SMILES)   C/C=C/C.O.O.O

Last column: Löwdin charge in e.
Cartesian coordinates (Å):
C: -0.760764 1.016699 -2.428284  -0.115
C: -0.267374 1.322056 -1.023230  -0.188
C: -1.053364 1.904961 -0.107667  -0.170
C: -0.653181 1.957821 1.344302  -0.103
H: -1.844967 0.968663 -2.531408  0.068
H: -0.191376 0.233017 -2.890345  0.056
H: -0.530574 1.909179 -3.035636  0.070
H: 0.359128 0.514808 -0.637088  0.083
H: -2.045794 2.151461 -0.455099  0.097
H: 0.266801 2.527702 1.464119  0.074
H: -0.302498 0.961448 1.654969  0.053
H: -1.457139 2.237188 2.026472  0.070
O: -1.419424 -2.188107 0.455544  -0.041
H: -1.109994 -1.309755 0.234394  0.013
H: -1.990367 -2.562825 -0.213500  0.038
O: 1.695241 -2.451274 -0.268873  -0.057
H: 2.509884 -2.946459 -0.397651  0.048
H: 1.044028 -3.118575 -0.006998  0.042
O: 1.957850 -0.190943 1.780449  -0.068
H: 2.552861 0.373935 1.276689  0.039
H: 1.648783 -0.815154 1.104253  -0.009

Forces on the atoms, in the same order (eV/Å):
C 0.58 2.35 -0.18
C -1.99 -2.15 0.30
C 0.70 -0.64 -0.23
C 0.15 -0.88 -0.07
H 0.01 -0.63 0.20
H -0.19 -0.69 -0.13
H 0.09 -0.23 -0.09
H 1.17 0.91 -0.02
H -0.15 0.91 0.20
H -0.34 0.57 0.20
H -0.29 0.11 -0.04
H 0.24 0.34 -0.13
O 0.39 -0.63 0.87
H -0.29 0.18 -0.53
H -0.03 0.47 -0.38
O -0.19 -0.21 0.04
H 0.07 0.08 0.03
H -0.04 0.29 -0.01
O -0.06 -0.07 -0.38
H 0.04 0.11 0.14
H 0.15 -0.19 0.21

***

4 unconnected molecules or ions with the total composition C4H14O4. Source: the Open Molecules 2025 dataset; level of theory: ωB97M-V with the def2-TZVPD basis set.

## Properties
F_max   0.024 hartree/bohr
Total energy   -12564.1681 eV
Net charge   0
Spin multiplicity   1
Molar mass   126.15 g mol⁻¹
Relative energy (zero: lowest compared OMol25 entry of this formula, charge and spin)   19.83 kcal per mole
Structure (SMILES)   CC(C)C=O.O.O.O

Last column: Löwdin charge in e.
Cartesian coordinates (Å):
C: -0.697970 4.212166 3.690095  -0.055
C: -1.543860 3.272168 2.819738  -0.361
C: -2.154777 2.067403 3.601030  -0.063
C: -0.822771 2.829124 1.569328  -0.240
O: -0.028720 3.504899 0.956814  0.052
H: 0.172021 4.546066 3.125535  0.072
H: -0.462956 3.746962 4.644996  0.069
H: -1.210823 5.121027 3.973142  0.071
H: -2.420413 3.788048 2.441077  0.133
H: -3.227413 2.172465 3.661346  0.068
H: -1.634663 1.938586 4.554713  0.072
H: -1.988250 1.119927 3.070809  0.065
H: -1.082872 1.828347 1.200993  0.117
O: -2.209910 -5.010724 -2.856793  -0.072
H: -3.170908 -4.945981 -2.978246  0.037
H: -2.128825 -5.885548 -2.447402  0.035
O: 1.821227 -4.183832 -5.275189  -0.062
H: 1.163721 -3.506359 -5.479105  0.033
H: 1.288789 -4.911841 -4.936972  0.028
O: 4.869462 -3.476956 -2.452349  -0.065
H: 4.985641 -2.571802 -2.147291  0.029
H: 4.220770 -3.861615 -1.844447  0.035

Forces on the atoms, in the same order (eV/Å):
C -0.22 0.21 -0.19
C -0.32 -0.63 0.65
C 1.01 -0.17 -0.68
C 0.57 0.59 -0.28
O -0.35 -0.32 0.40
H 0.21 -0.21 0.25
H 0.47 -0.19 -0.17
H -0.43 0.23 -0.11
H -0.05 0.46 -0.32
H -0.20 0.03 0.60
H -0.54 0.14 0.07
H 0.00 0.16 -0.10
H -0.14 -0.30 -0.13
O -0.60 -0.50 0.15
H 0.38 0.21 -0.07
H 0.23 0.28 -0.10
O -0.32 0.07 -0.03
H 0.19 -0.05 0.02
H 0.09 -0.02 0.01
O -0.18 -0.12 0.28
H -0.02 -0.02 -0.02
H 0.22 0.15 -0.26

***

4 unconnected molecules or ions with the total composition C4H15N2O. Source: the Open Molecules 2025 dataset; level of theory: ωB97M-V with the def2-TZVPD basis set.

## Properties
F_max   0.091 hartree/bohr
Total energy   -9402.9490 eV
Net charge   +1
Spin multiplicity   1
Molar mass   107.18 g mol⁻¹
Relative energy (zero: lowest compared OMol25 entry of this formula, charge and spin)   247.05 kcal per mole

Last column: Löwdin charge in e.
Cartesian coordinates (Å):
C: 0.660177 -1.550016 -1.812446  -0.050
N: -2.269594 0.330356 -0.062872  0.189
C: -1.787496 1.710147 -0.416981  -0.048
C: 1.778261 -0.787548 -1.901448  -0.039
N: -0.103962 0.043135 1.901279  0.073
C: 0.676804 -1.172453 1.649077  -0.097
H: -0.122002 -1.139929 -1.181044  0.019
H: 0.601735 -2.468439 -2.318274  0.043
H: -3.224591 0.238710 0.155640  0.093
H: -2.645767 2.202721 -0.802648  0.089
H: -1.227851 2.325838 0.245406  0.098
H: -1.023553 1.646350 -1.186979  0.088
H: 1.808749 0.236893 -1.489391  0.035
H: 2.616091 -1.327546 -2.367610  0.070
H: -1.782595 -0.104338 0.741569  0.071
H: 0.051272 0.347405 2.851280  0.115
H: 1.053762 -1.206980 0.629548  0.038
H: 1.690779 -1.172436 2.210515  0.154
H: 0.275868 -2.152489 1.878916  0.090
H: 0.421313 0.715301 1.321044  0.014
H: 1.689125 1.874257 0.033007  0.042
O: 0.863475 1.411059 -0.077586  -0.085

Forces on the atoms, in the same order (eV/Å):
C 1.41 2.93 0.91
N 2.99 2.81 1.30
C -2.21 -3.50 -2.18
C -0.95 -1.99 -0.25
N 2.26 -1.03 0.13
C 1.30 -0.45 0.15
H -0.53 -0.40 -0.57
H -0.25 -1.19 -0.18
H -1.83 0.35 -0.19
H -0.57 0.80 -0.18
H 1.02 0.36 1.92
H -0.02 -0.45 -0.44
H 0.34 -0.71 -0.01
H 0.00 1.20 -0.10
H 1.10 -0.48 -0.46
H -1.07 -0.04 0.68
H -0.27 0.21 -0.29
H -1.31 0.47 -0.32
H -0.72 0.16 0.38
H -0.70 0.28 -0.37
H 0.92 0.63 0.01
O -0.91 0.04 0.09

***

2 unconnected molecules or ions with the total composition C4H15N2O. Source: the Open Molecules 2025 dataset; level of theory: ωB97M-V with the def2-TZVPD basis set.

## Properties
F_max   0.055 hartree/bohr
Total energy   -9412.5898 eV
Net charge   +1
Spin multiplicity   1
Molar mass   107.18 g mol⁻¹
Relative energy (zero: lowest compared OMol25 entry of this formula, charge and spin)   24.73 kcal per mole

Last column: Löwdin charge in e.
Cartesian coordinates (Å):
C: 0.910591 -0.416027 -1.266143  -0.208
N: 1.921351 0.575604 -1.743971  0.009
C: -0.247259 0.308426 -0.644618  -0.284
N: 0.358404 1.368787 0.301844  0.188
C: -1.933392 -1.719579 -0.540488  -0.054
C: -1.124093 -0.585271 0.250814  -0.195
H: 1.328945 -1.134511 -0.529978  0.141
H: 0.469628 -1.042895 -2.028213  0.119
H: 2.752715 0.551466 -1.155762  0.084
H: 2.270383 0.285068 -2.652181  0.090
H: -0.963076 0.856769 -1.264861  0.165
H: 0.908599 1.080841 1.112761  0.121
H: 1.175398 1.734997 -0.236047  0.141
H: -0.312298 2.079103 0.570081  0.161
H: -2.828844 -1.309581 -0.986833  0.075
H: -2.086558 -2.587201 0.099372  0.078
H: -1.195407 -2.139113 -1.239176  0.064
H: -1.836300 0.060870 0.752892  0.109
H: -0.546847 -1.254804 0.883182  0.106
H: 0.172108 1.855473 3.583175  0.071
H: 0.444571 0.360511 3.685755  0.062
O: 0.361382 1.071067 3.048394  -0.044

Forces on the atoms, in the same order (eV/Å):
C 0.58 0.24 0.10
N -0.12 -0.98 0.02
C -0.92 -0.33 2.63
N 1.65 0.14 -1.55
C 1.89 0.93 0.28
C -0.89 -1.74 -1.30
H -0.14 0.47 -0.21
H 0.36 0.05 -0.64
H -0.14 -0.17 -0.05
H -0.17 0.31 -0.07
H 0.77 0.07 -0.52
H -1.12 -0.85 0.82
H -1.07 0.72 -0.55
H 0.13 0.17 0.09
H -0.12 -0.38 -0.31
H -0.64 0.40 0.29
H -0.66 0.23 -0.49
H 0.07 -0.17 0.60
H 0.45 0.89 0.73
H 0.09 -0.17 -0.07
H 0.04 -0.25 0.17
O -0.05 0.43 0.03